# 1
This record from the OMol25 dataset describes 4 unconnected molecules or ions with the total composition C53H39N2O10P3S2. The level of theory is ωB97M-V/def2-TZVPD.

Calculated values
orbital gap = 6.09 eV
HOMO = -8.465 eV
SMILES = CCCc1c([PH2]=N)c2c(c([PH2]=S)c1P(O)(O)=S)C(=O)NC2=O.O=C1c2ccccc2C(=O)c2ccccc21.O=C1c2ccccc2C(=O)c2ccccc21.O=C1c2ccccc2C(=O)c2ccccc21
multiplicity = 1

Structure (XYZ):
```
109
Properties=species:S:1:pos:R:3:forces:R:3
C 1.8839 -1.2583 -4.0237 -0.24 -0.26 -0.59
C 0.6068 -2.1759 -3.5521 -0.67 0.63 1.19
C -0.8249 -1.7522 -4.3056 0.01 -0.34 0.57
C -1.3851 -0.3289 -3.7155 -0.75 2.34 -0.04
C -1.1309 1.0123 -4.6785 -1.70 1.80 3.68
P -0.1961 0.9436 -6.3707 -1.31 -2.11 -1.57
N -0.9435 -0.0432 -7.4553 2.44 0.19 1.44
C -1.6667 2.4819 -4.1879 -0.66 -4.13 2.54
C -2.4311 2.5040 -2.7378 1.02 -0.55 -2.18
C -2.7407 1.2336 -1.7491 2.87 -0.41 -4.10
P -3.7082 1.5697 -0.1373 -1.69 1.03 -0.51
S -5.3548 2.6277 -0.4670 1.07 -0.61 0.07
C -2.1772 -0.2454 -2.2462 0.55 3.66 -3.45
P -2.4939 -1.7342 -1.0927 -0.23 -2.03 2.14
O -1.7168 -3.2212 -1.5827 -1.07 1.88 0.97
O -4.2299 -2.1042 -1.0225 3.47 -0.18 -2.71
S -1.8367 -1.3779 0.7458 -0.65 0.06 -1.58
C -2.7547 4.1070 -2.6254 -1.96 3.63 3.92
O -3.2051 4.8747 -1.6301 3.03 -5.38 -5.91
N -2.4235 4.8767 -3.9195 3.03 -3.36 0.68
C -1.6138 3.9711 -4.8713 0.65 1.72 -2.98
O -1.0783 4.4306 -6.0049 -3.14 -3.33 7.26
H 2.1316 -1.4962 -5.1636 -0.33 0.39 2.44
H 1.6157 -0.0966 -3.9974 0.60 -2.59 0.31
H 2.8325 -1.4920 -3.3382 -2.18 0.63 -1.60
H 0.7706 -3.3368 -3.6564 -0.18 2.42 -0.05
H 0.4377 -1.9741 -2.3913 0.45 -0.50 -2.45
H -1.6762 -2.5598 -4.1076 2.00 1.66 -0.24
H -0.6370 -1.7679 -5.4667 -0.64 0.62 2.30
H 1.1640 0.5163 -6.0706 -0.96 0.74 0.09
H -0.1030 2.2348 -7.0272 -0.12 -0.39 1.55
H -0.2149 -0.7941 -7.6433 -1.34 0.88 0.12
H -2.8005 2.2762 0.7729 -0.33 -1.14 -0.81
H -4.1716 0.3060 0.3892 1.20 0.66 -0.33
H -1.2910 -3.6855 -0.7780 -1.10 1.55 -1.43
H -4.4487 -2.5783 -1.8998 0.21 0.99 1.80
H -1.6892 5.5604 -3.6035 -1.34 -0.11 -0.49
C -3.0013 3.4064 -8.6410 -0.31 0.04 0.16
C -3.0095 4.4484 -9.5678 -0.36 0.15 0.08
C -4.1304 5.2724 -9.6822 0.29 -0.19 0.01
C -5.2520 5.0463 -8.8751 0.55 -0.18 -0.18
C -5.2530 3.9893 -7.9658 0.60 -0.14 -0.15
C -4.1204 3.1743 -7.8401 0.26 0.08 -0.20
C -6.4489 3.7109 -7.1446 0.06 -1.11 0.95
O -6.4493 2.7848 -6.3430 -0.01 0.54 -0.46
C -7.6465 4.5586 -7.3097 -0.66 0.14 0.14
C -8.8069 4.2702 -6.5796 -0.29 0.19 -0.03
C -9.9396 5.0750 -6.7198 0.38 -0.16 -0.03
C -9.9140 6.1724 -7.5799 0.35 -0.02 -0.14
C -8.7612 6.4587 -8.3127 -0.27 -0.08 0.16
C -7.6284 5.6440 -8.1843 -0.62 0.16 0.17
C -6.4261 5.9340 -8.9904 0.07 1.16 -0.95
O -6.4043 6.8956 -9.7500 -0.03 -0.58 0.46
H -2.1243 2.7699 -8.5453 -0.19 0.05 -0.02
H -2.1421 4.6214 -10.2009 -0.17 -0.01 0.12
H -4.1277 6.0872 -10.4043 -0.17 -0.15 0.25
H -4.1088 2.3557 -7.1227 -0.18 0.19 -0.14
H -8.8342 3.4171 -5.9035 0.20 0.19 -0.20
H -10.8413 4.8461 -6.1559 0.19 0.03 -0.09
H -10.7938 6.8037 -7.6839 0.18 -0.11 0.01
H -8.7502 7.3143 -8.9859 0.17 -0.27 0.12
C 6.3453 -3.5829 -0.9790 -0.30 0.10 0.19
C 7.1835 -4.1709 -0.0321 -0.21 0.02 0.32
C 6.7700 -4.2767 1.2968 0.12 0.01 -0.32
C 5.5185 -3.7816 1.6831 0.44 -0.07 -0.50
C 4.6908 -3.1717 0.7413 0.44 -0.12 -0.46
C 5.1002 -3.0824 -0.5955 0.31 -0.13 -0.06
C 3.3899 -2.6016 1.1472 -0.87 0.61 -0.84
O 2.6606 -2.0688 0.3199 0.37 -0.29 0.34
C 2.9848 -2.6751 2.5652 -0.43 0.18 0.42
C 1.7805 -2.0877 2.9743 -0.11 0.00 0.29
C 1.3835 -2.1642 4.3110 0.23 -0.07 -0.36
C 2.1809 -2.8338 5.2387 0.22 -0.12 -0.17
C 3.3838 -3.4151 4.8350 -0.24 0.12 0.07
C 3.7910 -3.3269 3.4972 -0.40 0.10 0.49
C 5.0820 -3.9139 3.0873 0.82 -0.71 1.10
O 5.7857 -4.4986 3.9029 -0.41 0.37 -0.55
H 6.6636 -3.5087 -2.0165 -0.07 -0.01 0.19
H 8.1592 -4.5496 -0.3285 -0.19 0.06 0.07
H 7.4275 -4.7416 2.0295 -0.30 0.13 -0.06
H 4.4535 -2.6197 -1.3390 0.04 -0.07 0.32
H 1.1505 -1.5657 2.2557 0.25 -0.18 0.03
H 0.4505 -1.7028 4.6275 0.17 -0.08 -0.09
H 1.8684 -2.8999 6.2786 0.15 0.03 -0.18
H 4.0035 -3.9320 5.5659 -0.04 0.13 -0.29
C 1.4112 -3.8581 12.7139 0.33 0.17 -0.03
C 0.9488 -3.8045 11.3992 0.29 0.17 -0.19
C 1.7383 -3.2254 10.4044 -0.20 -0.15 0.24
C 2.9897 -2.6868 10.7275 -0.53 -0.27 0.19
C 3.4413 -2.7185 12.0462 -0.54 -0.32 0.17
C 2.6551 -3.3160 13.0401 -0.28 -0.11 -0.08
C 4.7376 -2.1093 12.4072 0.49 -0.04 1.41
O 5.1367 -2.1398 13.5649 -0.25 0.02 -0.70
C 5.5415 -1.4555 11.3553 0.54 0.37 -0.17
C 6.7451 -0.8234 11.6938 0.19 0.15 -0.23
C 7.5181 -0.2143 10.7030 -0.30 -0.21 0.19
C 7.0974 -0.2427 9.3737 -0.33 -0.18 0.02
C 5.8961 -0.8668 9.0344 0.26 0.15 0.08
C 5.1119 -1.4659 10.0291 0.52 0.31 -0.21
C 3.8255 -2.0923 9.6655 -0.42 -0.01 -1.35
O 3.4529 -2.1136 8.4981 0.19 -0.01 0.61
H 0.8000 -4.3177 13.4875 0.13 0.09 -0.14
H -0.0262 -4.2157 11.1474 0.19 0.07 0.03
H 1.3730 -3.1917 9.3793 0.25 0.06 0.21
H 3.0071 -3.3565 14.0694 0.06 0.11 -0.31
H 7.0823 -0.7994 12.7289 -0.23 -0.12 -0.22
H 8.4497 0.2806 10.9688 -0.18 -0.11 -0.03
H 7.7029 0.2254 8.6006 -0.13 -0.10 0.13
H 5.5717 -0.8808 7.9952 -0.07 -0.08 0.31
```
Positions in Å, forces in eV/Å.

Atom charges from the Mulliken analysis, given in e for atoms 1 to 99:
1. C -0.434
2. C -0.057
3. C -0.867
4. C -0.095
5. C -0.005
6. P 0.226
7. N -0.666
8. C 0.173
9. C -0.430
10. C -0.091
11. P 0.197
12. S -0.368
13. C 0.851
14. P 0.580
15. O -0.476
16. O -0.480
17. S -0.298
18. C 0.196
19. O -0.537
20. N -0.272
21. C 0.410
22. O -0.522
23. H 0.266
24. H 0.057
25. H -0.040
26. H 0.349
27. H 0.058
28. H 0.306
29. H 0.289
30. H 0.069
31. H 0.154
32. H 0.246
33. H 0.156
34. H 0.135
35. H 0.329
36. H 0.342
37. H 0.290
38. C -0.312
39. C -0.651
40. C -0.580
41. C 0.274
42. C 0.271
43. C -0.851
44. C 0.567
45. O -0.695
46. C 0.205
47. C -0.526
48. C -0.466
49. C -0.448
50. C -0.554
51. C 0.170
52. C 0.629
53. O -0.682
54. H 0.467
55. H 0.411
56. H 0.449
57. H 0.606
58. H 0.460
59. H 0.391
60. H 0.388
61. H 0.450
62. C -0.565
63. C -0.382
64. C -0.686
65. C 0.492
66. C -0.122
67. C -0.424
68. C 0.549
69. O -0.716
70. C -0.043
71. C -0.562
72. C -0.647
73. C -0.021
74. C -0.808
75. C 0.264
76. C 0.571
77. O -0.687
78. H 0.396
79. H 0.386
80. H 0.453
81. H 0.714
82. H 0.498
83. H 0.417
84. H 0.429
85. H 0.482
86. C -0.417
87. C -0.612
88. C -0.302
89. C 0.263
90. C 0.291
91. C -0.657
92. C 0.562
93. O -0.683
94. C 0.245
95. C -0.577
96. C -0.462
97. C -0.506
98. C -0.537
99. C 0.181



# 2
This record from the OMol25 dataset describes a molecular structure, C53H40N3O2P2RuS. The level of theory is ωB97M-V/def2-TZVPD.

Calculated values
orbital gap (spin up / spin down) = 6.98 / 7.32 eV
total charge = +1
HOMO (spin up / spin down) = -9.703 / -10.642 eV
multiplicity = 5
<S²> = 6.01

Structure (XYZ):
```
102
Properties=species:S:1:pos:R:3:forces:R:3
Ru 0.9555 -0.5863 -0.9096 0.09 0.10 -0.51
O -0.2507 1.1581 -2.3710 -0.03 -0.10 0.24
S -1.2398 0.9703 -1.2351 0.19 0.15 -0.26
C -1.7149 2.5853 -0.6778 0.12 0.05 0.14
C -3.0065 3.0427 -0.7964 0.02 0.11 0.04
C -3.3921 4.3457 -0.4165 -0.13 -0.04 -0.03
C -2.4365 5.1807 0.0747 0.08 0.11 0.06
C -2.5169 6.6262 0.5102 0.09 -0.10 0.01
C -1.0924 6.9648 1.0261 -0.02 -0.13 -0.02
C -0.2957 5.6976 0.8126 -0.10 0.08 0.02
C 1.0101 5.4092 1.0776 0.12 0.06 0.04
C 1.4657 4.1064 0.8068 0.04 0.08 -0.01
C 0.6775 3.0997 0.2823 -0.26 -0.09 -0.16
P 1.5554 1.5020 0.1449 0.62 0.13 0.26
C 3.0980 1.9361 -0.7291 -0.06 0.05 -0.08
C 2.9981 2.1696 -2.1050 0.13 -0.01 0.05
C 4.1332 2.4813 -2.8390 -0.06 -0.02 0.02
C 5.3722 2.5483 -2.2120 0.01 -0.01 -0.03
C 5.4746 2.3109 -0.8498 -0.03 -0.01 0.04
C 4.3400 2.0071 -0.1048 0.03 0.00 -0.03
C 2.1086 1.0531 1.8255 -0.07 -0.05 0.08
C 1.8154 1.7700 2.9811 -0.07 0.00 0.02
C 2.3037 1.3420 4.2123 -0.04 0.04 -0.03
C 3.0907 0.2041 4.2976 0.01 0.02 0.02
C 3.3718 -0.5319 3.1533 -0.01 0.01 -0.03
C 2.8702 -0.1176 1.9314 -0.04 0.24 0.20
C -0.6904 3.3933 -0.0594 0.02 0.03 0.03
C -1.1189 4.6992 0.2548 -0.03 -0.04 -0.01
C -2.6837 0.2590 -1.9241 -0.06 -0.18 0.14
C -3.3021 0.8649 -2.9916 -0.10 0.03 -0.16
C -4.5399 0.4112 -3.4901 -0.03 0.07 -0.08
C -5.1468 -0.6382 -2.8522 -0.04 -0.04 0.00
C -6.4953 -1.2915 -3.0663 0.11 -0.02 0.07
C -6.5335 -2.4724 -2.0536 0.13 0.08 0.00
C -5.2209 -2.3796 -1.3049 -0.12 -0.03 -0.03
C -4.6886 -3.1368 -0.3008 0.03 -0.07 0.07
C -3.3703 -2.8544 0.1204 -0.05 -0.05 -0.03
C -2.6017 -1.8203 -0.3789 0.08 0.04 -0.08
P -0.8131 -1.8911 0.0695 -0.46 -0.57 0.10
C -0.4350 -3.6500 -0.2565 -0.06 -0.02 0.02
C -0.2398 -3.9775 -1.6015 0.05 -0.13 0.16
C 0.0588 -5.2778 -1.9753 -0.02 0.00 0.03
C 0.1834 -6.2681 -1.0059 0.02 0.02 -0.07
C -0.0165 -5.9552 0.3296 -0.02 0.06 0.07
C -0.3349 -4.6514 0.7049 -0.05 -0.08 0.08
C -0.8391 -1.6027 1.8611 -0.01 0.19 0.00
C -1.7538 -0.6688 2.3552 -0.03 -0.06 0.12
C -1.7280 -0.3002 3.6928 0.02 -0.02 -0.06
C -0.7899 -0.8609 4.5504 -0.03 0.03 0.01
C 0.1367 -1.7694 4.0617 0.04 -0.05 -0.07
C 0.1245 -2.1277 2.7191 0.13 0.07 0.07
C -3.1952 -0.9389 -1.3361 0.01 0.06 -0.06
C -4.4705 -1.3003 -1.8061 0.00 0.07 -0.02
H -3.7637 2.3911 -1.2048 0.00 0.00 -0.01
H -4.4231 4.6586 -0.5429 0.09 -0.03 0.01
H -3.2758 6.7648 1.2805 0.00 -0.02 0.01
H -2.8011 7.2610 -0.3287 -0.01 0.01 -0.03
H -1.0998 7.2396 2.0820 0.00 -0.01 -0.01
H -0.6511 7.8030 0.4871 0.01 -0.01 -0.02
H 1.6895 6.1445 1.4953 -0.05 -0.07 -0.04
H 2.5042 3.8798 1.0277 -0.04 0.03 0.00
H 2.0350 2.0927 -2.5941 -0.06 0.03 -0.04
H 4.0536 2.6627 -3.9043 0.00 -0.03 0.06
H 6.2604 2.7759 -2.7897 -0.06 -0.02 0.04
H 6.4410 2.3562 -0.3623 -0.05 0.00 -0.01
H 4.4309 1.8156 0.9571 0.02 0.02 -0.01
H 1.2058 2.6648 2.9251 0.05 -0.06 0.04
H 2.0730 1.9101 5.1064 0.01 -0.03 -0.06
H 3.4857 -0.1120 5.2547 -0.01 0.01 -0.01
H 3.9839 -1.4245 3.2105 -0.02 0.03 -0.02
H 3.1063 -0.6856 1.0463 0.09 -0.19 -0.28
H -2.8302 1.7340 -3.4426 -0.05 -0.08 0.06
H -5.0005 0.9186 -4.3310 0.04 -0.05 0.08
H -6.6144 -1.6300 -4.0960 0.03 0.00 0.01
H -7.2966 -0.5761 -2.8778 0.00 0.01 0.00
H -6.6208 -3.4333 -2.5619 0.02 0.00 0.01
H -7.3819 -2.3992 -1.3728 0.01 0.02 0.00
H -5.2268 -3.9715 0.1361 0.07 0.08 -0.03
H -2.9232 -3.5200 0.8525 -0.04 0.01 -0.05
H -0.3126 -3.2054 -2.3548 0.00 0.09 -0.12
H 0.2018 -5.5209 -3.0213 0.01 0.03 0.05
H 0.4336 -7.2823 -1.2939 -0.03 0.06 0.01
H 0.0602 -6.7284 1.0854 0.00 0.06 -0.03
H -0.5200 -4.4324 1.7501 0.01 -0.01 -0.06
H -2.4982 -0.2391 1.6947 -0.01 -0.01 0.03
H -2.4440 0.4216 4.0665 0.01 -0.03 -0.02
H -0.7770 -0.5832 5.5983 0.00 -0.02 -0.07
H 0.8821 -2.1934 4.7248 -0.04 0.02 -0.06
H 0.8872 -2.7985 2.3409 0.00 0.01 0.03
C 2.4889 -1.5102 -2.1264 -0.51 -0.04 0.61
H 2.2231 -1.8232 -3.1264 -0.01 -0.12 -0.17
H 3.4107 -0.9538 -2.1201 0.30 0.11 0.02
N 3.2526 -3.8148 0.4760 0.01 -0.35 0.38
C 3.6216 -3.0790 -0.5912 -0.10 0.12 0.00
O 2.5605 -2.7089 -1.2746 -0.10 0.26 -0.72
C 4.9357 -2.7724 -0.8433 0.64 0.12 -0.14
C 5.4166 -2.1475 -2.0425 -0.16 -0.10 0.25
N 5.8095 -1.6549 -3.0074 -0.05 -0.08 0.18
C 5.8939 -3.2235 0.1242 0.22 0.20 -0.09
N 6.6504 -3.5625 0.9283 -0.38 0.02 -0.23
H 3.9569 -4.3873 0.9149 -0.02 -0.03 0.05
H 2.3155 -4.1907 0.4390 -0.01 0.02 0.03
```
Positions in Å, forces in eV/Å.

Atom charges from the Mulliken analysis, given in e for atoms 1 to 99:
1. Ru -0.808
2. O -0.787
3. S 2.649
4. C 0.266
5. C -0.405
6. C -1.555
7. C -0.142
8. C -0.752
9. C -0.840
10. C -0.039
11. C -1.174
12. C -0.205
13. C 0.109
14. P 2.337
15. C 0.812
16. C -0.815
17. C -0.667
18. C -0.613
19. C -0.747
20. C -0.248
21. C 0.553
22. C -0.672
23. C -0.662
24. C -0.818
25. C -0.558
26. C -0.675
27. C -1.811
28. C 2.124
29. C -0.740
30. C -0.243
31. C -1.312
32. C 0.546
33. C -0.824
34. C -0.814
35. C -0.009
36. C -1.227
37. C -0.054
38. C -0.223
39. P 1.760
40. C 1.029
41. C -1.059
42. C -0.681
43. C -0.661
44. C -0.644
45. C -0.531
46. C 1.072
47. C -0.719
48. C -0.782
49. C -0.804
50. C -0.964
51. C -0.141
52. C -0.850
53. C 1.273
54. H 0.510
55. H 0.478
56. H 0.352
57. H 0.297
58. H 0.282
59. H 0.323
60. H 0.478
61. H 0.634
62. H 0.419
63. H 0.456
64. H 0.407
65. H 0.458
66. H 0.480
67. H 0.411
68. H 0.432
69. H 0.407
70. H 0.536
71. H 0.165
72. H 0.662
73. H 0.444
74. H 0.362
75. H 0.305
76. H 0.299
77. H 0.334
78. H 0.479
79. H 0.493
80. H 0.406
81. H 0.463
82. H 0.419
83. H 0.468
84. H 0.409
85. H 0.299
86. H 0.482
87. H 0.402
88. H 0.474
89. H 0.331
90. C -0.969
91. H 0.304
92. H 0.441
93. N -0.220
94. C 0.950
95. O -0.312
96. C 0.771
97. C -0.089
98. N -0.567
99. C -0.333